No. 1
{"formula": "C4H7NS", "method": "ωB97M-V/def2-TZVPD", "homo_lumo_gap_ev": 8.95, "total_charge": 0, "homo_ha": -0.3059, "spin_multiplicity": 1, "largest_force_ev_per_a": 6.7, "species": ["C", "C", "C", "C", "N", "S", "H", "H", "H", "H", "H", "H", "H"], "coordinates": [[-2.56282, -0.64897, -0.40989], [-1.74180, 0.30465, 0.00026], [-0.52523, 0.21807, 1.03212], [0.70054, 0.32466, 0.16284], [1.01807, 1.54652, -0.30284], [1.56832, -0.95870, -0.14291], [-2.52440, -1.70914, -0.33088], [-3.39427, -0.30316, -1.07046], [-2.00288, 1.25154, -0.59997], [-0.59139, 1.00235, 1.70230], [-0.60860, -0.78518, 1.52363], [1.66218, 1.68861, -1.03259], [0.01558, 2.17803, -0.49745]], "forces_ev_per_angstrom": [[-1.0, 0.7, -1.2], [0.2, 1.2, 0.0], [-1.9, -2.0, -3.2], [-0.3, 0.5, 0.7], [-5.7, 3.5, 0.2], [1.7, -2.2, -0.6], [0.2, -0.6, 0.9], [0.8, -0.4, 0.4], [0.9, -0.8, 1.7], [-0.2, 1.6, 1.5], [0.4, 1.1, -0.4], [0.9, -0.4, -0.9], [4.1, -2.1, 0.8]], "lowdin_charge": [-0.02, -0.18, -0.19, -1.02, 0.04, 0.70, 0.05, 0.07, 0.11, 0.08, 0.11, 0.06, 0.20]}

No. 2
{"formula": "C4H7NS", "method": "ωB97M-V/def2-TZVPD", "homo_lumo_gap_ev": 9.47, "total_charge": 0, "homo_ha": -0.3169, "spin_multiplicity": 1, "largest_force_ev_per_a": 4.3, "species": ["C", "C", "N", "C", "C", "S", "H", "H", "H", "H", "H", "H", "H"], "coordinates": [[0.52974, 2.05559, 0.41995], [0.62651, 0.94969, -0.44830], [0.71193, 0.46816, -1.57161], [0.51572, -0.63652, -0.52749], [-0.75775, -1.42950, -0.58311], [-1.65480, -1.48561, 1.01202], [1.34653, 1.87964, 1.23385], [0.61421, 3.05282, 0.04887], [-0.49911, 2.05109, 0.86186], [1.40293, -1.09508, -0.01108], [-1.52197, -0.94738, -1.30318], [-0.45549, -2.57422, -0.88453], [-0.85845, -2.28869, 1.75275]], "forces_ev_per_angstrom": [[0.2, 0.8, 3.2], [-1.3, -4.1, 0.2], [1.0, -0.6, -1.9], [1.0, 2.8, 1.2], [0.1, -1.7, -0.8], [-0.2, -0.1, 0.2], [-1.7, 0.5, -1.1], [0.5, 0.5, -0.9], [0.9, -0.3, 0.1], [-0.8, 0.1, -1.2], [1.4, -1.0, 1.0], [-1.1, 2.9, 0.4], [0.0, 0.2, -0.4]], "lowdin_charge": [-0.04, -0.34, 0.15, -0.31, -0.58, 0.64, 0.13, 0.07, 0.11, 0.12, 0.09, 0.12, -0.15]}

No. 3
{"formula": "C4H7NS", "method": "ωB97M-V/def2-TZVPD", "homo_lumo_gap_ev": [6.81, 8.90], "total_charge": 0, "homo_ha": [-0.2168, -0.3394], "spin_multiplicity": 3, "largest_force_ev_per_a": 6.0, "species": ["C", "C", "C", "C", "N", "S", "H", "H", "H", "H", "H", "H", "H"], "coordinates": [[1.21508, -0.08077, 0.74247], [0.36668, 1.77129, -0.35709], [-1.04152, 1.41860, -0.65825], [0.22018, -2.29232, 0.47945], [0.39264, -0.91410, 0.49476], [1.36788, 1.59265, 0.96290], [0.86177, 2.52442, -1.04007], [-1.68972, 1.84153, 0.20104], [-0.98822, 0.33116, -0.65317], [-1.39172, 1.68428, -1.58705], [1.14411, -2.69168, 0.82297], [-0.00446, -2.63308, -0.57780], [-0.45269, -2.55199, 1.16986]], "forces_ev_per_angstrom": [[2.7, -1.7, 2.1], [-0.1, 4.1, -4.3], [0.5, -0.9, 3.9], [2.7, -0.1, -3.6], [-2.1, 1.8, -0.4], [0.1, -0.8, 1.2], [-0.9, -0.7, 0.6], [0.5, -0.9, -1.4], [-1.0, -0.1, 0.3], [-0.5, 1.2, -2.1], [1.1, -1.1, 0.0], [0.0, 0.1, 1.4], [-3.1, -1.1, 2.2]], "lowdin_charge": [-0.48, -0.57, -0.15, -0.11, -0.09, 0.91, 0.06, 0.12, 0.05, 0.04, 0.07, 0.12, 0.04]}

No. 4
{"formula": "C4H7NS", "method": "ωB97M-V/def2-TZVPD", "homo_lumo_gap_ev": [5.74, 7.67], "total_charge": 0, "homo_ha": [-0.1915, -0.4019], "spin_multiplicity": 3, "largest_force_ev_per_a": 4.9, "species": ["C", "C", "C", "C", "N", "S", "H", "H", "H", "H", "H", "H", "H"], "coordinates": [[-1.79334, 0.53486, 1.37048], [-0.08298, -1.00619, 0.26301], [-0.41805, 1.29048, -0.63405], [-0.54250, 0.42051, 0.64735], [-2.86443, 0.69471, 1.72880], [0.85202, 1.12615, 1.80979], [0.61728, -0.89730, -0.49669], [0.25956, -1.57331, 1.09651], [-0.94019, -1.47633, -0.05049], [0.55680, 1.40381, -0.72173], [-0.88329, 2.22321, -0.53339], [-0.85094, 0.78428, -1.45681], [1.55010, -0.02311, 1.77802]], "forces_ev_per_angstrom": [[1.6, -0.4, -2.0], [-1.1, 1.9, 1.9], [-3.8, -1.4, 2.4], [-1.5, -1.9, -1.9], [-1.4, 0.2, 1.2], [2.4, 2.6, 2.5], [1.4, -0.2, -1.3], [0.7, -0.4, 0.7], [-1.8, -1.5, -1.3], [4.7, 0.8, -1.1], [-0.7, 1.4, 0.2], [-0.3, -0.6, -0.9], [-0.2, -0.6, -0.4]], "lowdin_charge": [-0.28, -0.10, -0.07, -0.76, 0.15, 0.83, 0.06, 0.06, 0.06, 0.01, 0.07, 0.09, -0.13]}

No. 5
{"formula": "C4H7NS2", "method": "ωB97M-V/def2-TZVPD", "homo_lumo_gap_ev": 8.34, "total_charge": 0, "homo_ha": -0.3165, "spin_multiplicity": 1, "largest_force_ev_per_a": 1.3, "species": ["S", "C", "C", "N", "C", "C", "S", "H", "H", "H", "H", "H", "H", "H"], "coordinates": [[-2.57639, -1.25496, -0.03207], [-1.15731, -0.51700, -0.06519], [-0.87229, 0.78295, -0.74070], [0.56622, 1.01143, -0.52894], [0.82483, 0.37827, 0.75047], [0.12743, -0.99028, 0.62939], [1.03853, -2.19968, -0.44549], [-1.11302, 0.76194, -1.79489], [-1.50095, 1.57056, -0.28210], [0.76889, 2.01406, -0.52664], [0.33475, 0.88088, 1.60341], [1.90962, 0.29917, 0.94447], [-0.09644, -1.50292, 1.56518], [1.74614, -1.23443, -1.07692]], "forces_ev_per_angstrom": [[-0.3, -0.2, 0.0], [0.3, -0.7, 0.2], [0.3, 0.7, 0.0], [-0.4, 0.4, -0.1], [0.9, -0.6, 0.8], [-0.3, 0.5, -0.8], [-0.1, 0.7, 0.2], [-0.1, -0.1, -0.3], [0.1, -0.3, 0.0], [0.1, -0.5, 0.1], [0.2, 0.1, -0.1], [-0.5, 0.0, 0.0], [0.1, 0.2, -0.1], [-0.2, -0.3, 0.0]], "lowdin_charge": [0.74, -0.84, -0.24, -0.08, -0.27, -0.63, 0.74, 0.12, 0.13, 0.12, 0.12, 0.12, 0.09, -0.13]}

No. 6
{"formula": "C4H7NS2", "method": "ωB97M-V/def2-TZVPD", "homo_lumo_gap_ev": 8.40, "total_charge": 0, "homo_ha": -0.3187, "spin_multiplicity": 1, "largest_force_ev_per_a": 5.3, "species": ["S", "C", "S", "C", "C", "C", "N", "H", "H", "H", "H", "H", "H", "H"], "coordinates": [[2.99547, -0.51535, -0.03708], [1.43760, -0.16557, 0.34791], [0.44677, 0.92918, -0.35547], [-1.04900, 0.75703, 0.62128], [-1.74664, -0.54574, 0.54157], [-3.24868, -0.41182, 0.12162], [-2.15036, -0.67787, -0.93384], [0.89920, -0.36778, 1.38584], [-1.06398, 1.13473, 1.78139], [-1.61131, 1.68834, 0.12277], [-1.23244, -1.50492, 0.86117], [-3.46007, 0.58859, 0.14702], [-3.98855, -1.16031, 0.39782], [-1.92590, -0.05824, -1.67250]], "forces_ev_per_angstrom": [[-1.2, -0.1, 0.2], [1.3, -0.9, 3.5], [-1.1, 1.3, -1.2], [-1.1, 3.9, 2.9], [-1.0, -0.4, -4.3], [4.3, -2.0, -1.0], [-2.4, -3.2, 3.4], [1.6, -0.6, -1.8], [1.0, -0.8, -2.6], [0.4, -2.4, 1.0], [-0.9, 1.5, 0.1], [-1.4, 2.2, 0.3], [0.3, 0.1, -0.5], [0.2, 1.5, 0.1]], "lowdin_charge": [0.57, -1.16, 0.89, -0.54, -0.33, -0.07, -0.03, 0.07, 0.15, 0.11, 0.15, 0.05, 0.10, 0.05]}

No. 7
{"formula": "C4H7NS2", "method": "ωB97M-V/def2-TZVPD", "homo_lumo_gap_ev": 8.99, "total_charge": 0, "homo_ha": -0.3196, "spin_multiplicity": 1, "largest_force_ev_per_a": 1.6, "species": ["S", "C", "N", "C", "C", "C", "S", "H", "H", "H", "H", "H", "H", "H"], "coordinates": [[-2.64947, 0.18358, 0.65441], [-1.30329, -0.53165, 1.25493], [-0.22210, -0.97266, 0.55971], [1.16488, -0.83554, 0.81598], [0.56328, -0.43355, -0.49958], [0.48748, 1.01134, -0.88757], [-0.57689, 1.34189, -2.32707], [-1.24879, -0.76815, 2.33375], [1.72184, -1.78295, 0.88913], [1.49049, -0.03773, 1.50193], [0.69441, -1.14802, -1.34845], [0.15056, 1.64775, -0.02703], [1.47372, 1.35894, -1.17710], [-1.74612, 0.96677, -1.74303]], "forces_ev_per_angstrom": [[0.4, -0.2, 0.1], [0.1, -0.1, 0.0], [-1.4, 0.2, 0.6], [1.1, -0.3, 0.6], [0.3, -0.7, -1.1], [-0.7, 0.7, 0.6], [-0.2, -0.1, 0.2], [0.1, 0.1, -0.5], [-0.2, 0.6, 0.0], [-0.2, -0.4, -0.4], [-0.1, 0.7, 0.7], [0.3, -0.6, -0.7], [0.2, 0.0, -0.1], [0.4, 0.1, -0.1]], "lowdin_charge": [0.63, -0.67, -0.12, -0.07, -0.33, -0.54, 0.68, 0.07, 0.12, 0.13, 0.15, 0.09, 0.07, -0.20]}

No. 8
{"formula": "C4H7NS2", "method": "ωB97M-V/def2-TZVPD", "homo_lumo_gap_ev": 7.39, "total_charge": 0, "homo_ha": -0.2950, "spin_multiplicity": 1, "largest_force_ev_per_a": 4.1, "species": ["C", "S", "N", "C", "C", "C", "S", "H", "H", "H", "H", "H", "H", "H"], "coordinates": [[-1.89964, 1.89980, 0.47092], [-1.45661, 0.58828, -0.43320], [0.11535, 0.54546, -0.66875], [0.83101, -0.60289, -0.26442], [2.31412, -0.39839, 0.09617], [0.14367, -1.70063, 0.00115], [-1.78956, -1.71432, -0.17720], [-2.90922, 2.32817, 0.21711], [-1.56221, 1.92530, 1.57155], [-2.25897, 0.75347, -1.70018], [2.28679, 0.29787, 0.98253], [2.86514, 0.16041, -0.78960], [2.86236, -1.38368, 0.24181], [0.45777, -2.69887, 0.45211]], "forces_ev_per_angstrom": [[-1.0, -0.5, 0.6], [0.1, 0.3, -1.1], [-0.3, 0.1, 0.4], [-0.4, 0.6, 0.0], [0.3, 0.7, -1.6], [-2.3, -3.3, 0.8], [3.1, 1.7, -0.1], [1.2, -0.6, 0.3], [-0.4, -0.1, -2.1], [1.3, -0.2, 2.3], [0.5, -0.9, -0.8], [-1.2, -1.0, 1.8], [-0.9, 1.3, 0.2], [-0.1, 1.8, -0.7]], "lowdin_charge": [-0.33, 0.61, -0.29, -0.56, -0.06, -0.42, 0.52, 0.02, 0.05, 0.09, 0.09, 0.11, 0.09, 0.07]}

No. 9
{"formula": "C4H7NS2", "method": "ωB97M-V/def2-TZVPD", "homo_lumo_gap_ev": [5.38, 7.69], "total_charge": 0, "homo_ha": [-0.2470, -0.2907], "spin_multiplicity": 1, "largest_force_ev_per_a": 4.5, "species": ["C", "C", "C", "C", "N", "S", "S", "H", "H", "H", "H", "H", "H", "H"], "coordinates": [[-0.35665, -0.08755, -0.03303], [0.62792, 0.68319, -0.39224], [1.28063, 2.50904, 1.04423], [-0.81112, -1.37616, -0.62982], [1.03539, 1.94822, 0.03880], [1.63110, 1.30311, 3.46209], [0.53489, 0.47787, 4.96004], [-0.86341, 0.05142, 0.96667], [1.27288, 0.41263, -1.09346], [1.42895, 3.43529, 1.55947], [0.07760, -1.79013, -1.25811], [-1.11024, -1.95618, 0.20596], [-1.61163, -1.12509, -1.27032], [1.99285, 0.11738, 2.68240]], "forces_ev_per_angstrom": [[-1.7, -0.4, 3.3], [-0.3, 1.4, 1.3], [0.1, -0.2, 3.0], [3.4, 0.7, -1.2], [-1.2, -0.3, -1.0], [0.1, -2.2, -0.5], [0.4, 0.5, -1.0], [0.3, 0.8, -1.3], [2.3, -1.4, -3.6], [0.2, 0.6, -0.5], [-1.8, 0.2, 1.1], [-0.3, -1.2, 0.2], [-1.1, -0.2, -0.8], [-0.5, 1.8, 1.1]], "lowdin_charge": [-0.15, -0.17, -0.02, -0.08, 0.04, 0.10, -0.12, 0.13, 0.07, 0.06, 0.12, 0.06, 0.06, -0.10]}

No. 10
{"formula": "C4H7NS2", "method": "ωB97M-V/def2-TZVPD", "homo_lumo_gap_ev": 9.64, "total_charge": 0, "homo_ha": -0.3336, "spin_multiplicity": 1, "largest_force_ev_per_a": 7.8, "species": ["H", "N", "C", "S", "S", "C", "C", "C", "H", "H", "H", "H", "H", "H"], "coordinates": [[-1.86230, 0.52318, -3.10277], [-1.27703, 0.43695, -2.24434], [-0.57638, 1.35731, -1.69497], [-0.83102, 3.00760, -2.61612], [0.85298, 1.45264, -0.87930], [0.69791, -0.19451, -0.09387], [1.07006, -0.18209, 1.31043], [-0.37767, 0.02480, 1.02294], [-1.67834, 2.47848, -3.59898], [0.74867, -1.00765, -0.82740], [1.69470, 0.64967, 1.50479], [1.22542, -1.20792, 1.78363], [-1.12733, -0.70461, 1.30806], [-0.67731, 0.99474, 0.99271]], "forces_ev_per_angstrom": [[0.6, 0.8, 1.6], [1.3, -1.4, 1.7], [-4.0, 1.0, -6.6], [-0.4, -0.2, -0.1], [1.8, -1.3, 1.6], [-1.6, 0.5, -1.1], [0.1, -2.4, 1.2], [1.3, -2.3, -0.8], [1.0, 0.5, 1.1], [-0.2, 0.2, 0.7], [0.6, 0.4, 1.2], [0.5, 1.7, -0.6], [0.4, -0.2, -0.2], [-1.2, 2.4, 0.2]], "lowdin_charge": [0.05, -0.01, -1.09, 0.60, 0.94, -0.51, -0.20, -0.15, -0.12, 0.11, 0.08, 0.14, 0.11, 0.04]}

No. 11
{"formula": "C4H7NS3", "method": "ωB97M-V/def2-TZVPD", "homo_lumo_gap_ev": 8.40, "total_charge": 0, "homo_ha": -0.3268, "spin_multiplicity": 1, "largest_force_ev_per_a": 1.3, "species": ["S", "C", "S", "C", "S", "C", "N", "C", "H", "H", "H", "H", "H", "H", "H"], "coordinates": [[2.55730, -1.05349, 0.82655], [1.61755, -0.18969, -0.18750], [2.25193, 0.34110, -1.72957], [0.18155, 0.14900, 0.12780], [0.06817, 1.91458, 0.60509], [-0.93402, -0.14074, -0.91358], [-1.79156, -0.70960, 0.14625], [-0.63445, -0.77480, 1.05346], [1.19587, 1.06399, -2.10590], [0.87438, 1.85607, 1.69744], [-1.33889, 0.67515, -1.48291], [-0.59859, -0.91552, -1.65480], [-2.44739, 0.00564, 0.48097], [-0.77896, -0.43218, 2.06252], [-0.22289, -1.78951, 1.07415]], "forces_ev_per_angstrom": [[-0.2, 0.2, -0.2], [0.1, -0.2, 0.0], [0.1, -0.2, 0.3], [0.2, 0.3, 0.0], [0.2, -0.1, 0.2], [0.6, -1.0, -0.5], [-0.8, 0.4, 0.0], [0.6, -0.4, -0.1], [-0.2, 0.1, -0.1], [-0.2, -0.1, -0.4], [-0.2, 0.6, -0.1], [-0.3, 0.5, 0.7], [0.3, -0.4, -0.2], [-0.1, 0.1, 0.4], [0.0, 0.2, 0.0]], "lowdin_charge": [0.68, -1.22, 0.78, -0.85, 0.79, -0.23, -0.03, -0.23, -0.12, -0.10, 0.10, 0.13, 0.10, 0.11, 0.10]}

No. 12
{"formula": "C4H7O2", "method": "ωB97M-V/def2-TZVPD", "homo_lumo_gap_ev": 5.59, "total_charge": -1, "homo_ha": -0.0689, "spin_multiplicity": 1, "largest_force_ev_per_a": 2.6, "species": ["H", "O", "C", "C", "C", "C", "O", "H", "H", "H", "H", "H", "H"], "coordinates": [[-0.97460, 2.13942, -0.32345], [2.38928, 0.82254, -0.34102], [1.39552, 0.33253, 0.26227], [0.32733, -0.36273, -0.49901], [-0.81471, -1.02099, 0.26357], [-1.09311, 0.19796, -0.53349], [-1.40807, 1.36085, 0.13985], [0.98338, 0.92162, 1.11651], [0.67303, -0.86062, -1.40816], [-0.80452, -0.89845, 1.34882], [-1.17028, -1.98699, -0.09498], [-1.60553, 0.05880, -1.49241], [2.10228, -0.70394, 1.56149]], "forces_ev_per_angstrom": [[-0.6, -1.6, 0.9], [-0.3, 0.0, -0.7], [1.4, 1.0, 1.9], [-0.6, -1.0, 0.2], [0.1, -0.2, 0.0], [0.7, -0.6, -1.0], [0.2, 2.1, -0.4], [-0.1, -0.3, -0.3], [-0.1, 0.1, 0.2], [0.2, 0.0, -0.3], [-0.1, 0.3, 0.1], [-0.1, 0.1, 0.2], [-0.9, 0.1, -0.9]], "lowdin_charge": [0.13, -0.23, -0.59, -0.25, -0.10, -0.39, -0.05, 0.05, 0.13, 0.10, 0.09, 0.13, -0.02]}

Quick rundown of energy relative to the best compared isomer or geometry (same formula, charge and spin), same order as above: 46.4 68.9 37.7 40.8 13.6 80.8 31.3 124.5 108.9 64.7 28.9 108.6 kcal/mol